#a
Below is a gas-phase ion, C6H11N2 (charge +1), with properties calculated with ωB97M-V/def2-TZVPD.

The geometry in ORCA input format:
```
! wB97M-V def2-TZVPD RIJCOSX def2/J DEFGRID3
* xyz 1 1
C 2.612 0.583 0.584
C 1.040 -0.205 -1.125
C -0.544 -0.104 0.682
C -1.284 -1.029 1.243
C 0.142 0.902 1.603
C -1.160 -0.389 -1.710
N -0.142 -0.233 -0.649
N 2.208 -0.171 -0.438
H 3.339 -0.029 1.086
H 1.288 -0.322 -2.227
H -1.833 -1.782 0.706
H -1.603 -1.070 2.278
H -0.248 0.664 2.516
H -0.129 1.883 1.295
H 1.164 0.673 1.631
H -0.808 -1.104 -2.475
H -2.131 -0.826 -1.154
H -1.333 0.558 -2.010
H 2.829 -0.826 -0.762
*
```

Output
Kohn-Sham gap in eV: 7.6
Molecular weight in g mol⁻¹: 111.17


#b
Below is a gas-phase ion, C6H11N2 (charge +1), with properties calculated with ωB97M-V/def2-TZVPD.

The geometry in ORCA input format:
```
! wB97M-V def2-TZVPD RIJCOSX def2/J DEFGRID3
* xyz 1 1
C -0.691 -1.152 -1.448
C -0.368 -0.243 -0.561
C 1.900 0.805 -0.045
C 0.765 1.564 -2.020
C -1.764 -1.653 2.594
C 0.495 1.034 -0.641
N -1.376 -1.509 1.314
N -0.960 -0.600 0.669
H -1.220 -2.129 -1.545
H 1.882 0.630 1.019
H 2.507 1.659 -0.343
H 2.359 -0.006 -0.525
H 0.058 0.995 -2.724
H 1.720 1.324 -2.202
H 0.503 2.614 -2.146
H -1.924 -0.706 3.172
H -1.104 -2.328 3.012
H -2.776 -2.107 2.474
H -0.007 1.807 -0.053
*
```

Output
Kohn-Sham gap (alpha / beta) in eV: 9.1 / 8.0
Molecular weight in g mol⁻¹: 111.17


The structure with the greatest stability is #a.


#a
Below is a gas-phase ion, C6H11N2 (charge +1), with properties calculated with ωB97M-V/def2-TZVPD.

The geometry in ORCA input format:
```
! wB97M-V def2-TZVPD RIJCOSX def2/J DEFGRID3
* xyz 1 1
C 0.034 0.839 0.180
C -0.935 2.136 2.055
C 0.716 -0.928 -1.403
C 1.945 -0.600 -0.436
C -0.510 -0.147 -0.760
C -1.587 -1.071 -0.158
N -0.490 1.352 1.135
N 1.710 0.749 0.083
H -1.375 1.778 2.997
H -1.173 3.127 1.760
H 0.790 -0.628 -2.456
H 0.663 -2.037 -1.421
H 2.099 -1.512 0.270
H 2.908 -0.632 -1.058
H -1.074 0.362 -1.537
H -2.369 -0.532 0.522
H -1.164 -1.892 0.287
H -2.361 -1.345 -0.921
H 2.172 0.981 0.861
*
```

Output
Kohn-Sham gap in eV: 8.6
Molecular weight in g mol⁻¹: 111.17
Structure (SMILES): C=NC1=[NH+]CC[C@H]1C


#b
Below is a gas-phase ion, C6H11N2 (charge +1), with properties calculated with ωB97M-V/def2-TZVPD.

The geometry in ORCA input format:
```
! wB97M-V def2-TZVPD RIJCOSX def2/J DEFGRID3
* xyz 1 1
C -2.263 0.243 1.190
C 0.787 0.957 0.649
C 0.723 0.774 -0.844
C -0.553 0.959 -0.079
C 1.179 -0.382 0.042
C -1.572 -1.205 -0.652
N -1.563 -0.047 0.174
N 2.667 -0.454 -0.165
H -2.981 -0.506 1.447
H -2.188 1.125 1.784
H 1.297 1.357 1.552
H 1.215 1.292 -1.700
H -0.980 1.898 -0.302
H -1.727 -1.082 -1.731
H -0.635 -1.684 -0.483
H -2.356 -1.881 -0.259
H 3.042 0.479 -0.378
H 2.865 -1.042 -0.966
H 3.044 -0.800 0.720
*
```

Output
Kohn-Sham gap in eV: 6.5
Molecular weight in g mol⁻¹: 111.17


The structure with the greatest stability is #a.


#a
Below is a molecular structure, C31H23BrMoN4O2, with properties calculated with ωB97M-V/def2-TZVPD.

The geometry in ORCA input format:
```
! wB97M-V def2-TZVPD RIJCOSX def2/J DEFGRID3
* xyz 2 3
Mo -0.225 -0.350 -0.245
Br -1.952 -6.846 -2.111
C -1.136 -5.383 -1.273
C -1.467 -4.094 -1.676
C -0.855 -3.030 -1.046
C 0.077 -3.233 -0.027
C 0.393 -4.523 0.374
C -0.213 -5.596 -0.255
N 0.580 -2.057 0.596
C 1.503 -1.991 1.479
C 1.673 -0.673 2.059
C 2.603 -0.379 3.032
C 2.602 0.890 3.596
C 1.646 1.798 3.176
C 0.759 1.443 2.172
N 0.774 0.237 1.591
H -2.182 -3.936 -2.471
H -1.126 -2.023 -1.387
H 1.091 -4.710 1.180
H 0.026 -6.605 0.050
H 2.078 -2.848 1.810
H 3.307 -1.139 3.344
H 3.321 1.157 4.358
H 1.581 2.785 3.612
H 0.014 2.140 1.820
C 0.450 3.852 -1.380
C -0.876 4.212 -1.591
C -1.897 3.334 -1.268
C -1.605 2.081 -0.731
C -0.255 1.717 -0.530
C 0.757 2.608 -0.849
C -2.659 1.117 -0.357
C -4.023 1.281 -0.647
C -4.907 0.299 -0.308
C -4.475 -0.842 0.405
C -5.358 -1.856 0.837
C -4.896 -2.901 1.588
C -3.539 -2.954 1.960
C -2.657 -1.991 1.541
C -3.107 -0.936 0.729
N -2.213 0.013 0.265
H 1.245 4.542 -1.630
H -1.115 5.185 -1.998
H -2.923 3.641 -1.417
H 1.794 2.336 -0.684
H -4.361 2.169 -1.158
H -5.954 0.398 -0.567
H -6.406 -1.782 0.579
H -5.574 -3.674 1.921
H -3.193 -3.755 2.599
H -1.626 -2.007 1.871
O 3.583 -1.002 -0.740
C 2.829 -0.775 -1.647
C 3.104 -0.729 -3.146
C 1.740 -0.444 -3.805
C 0.829 -0.367 -2.622
O -0.423 -0.218 -2.533
N 1.467 -0.509 -1.463
H 3.535 -1.681 -3.454
H 3.850 0.038 -3.349
H 1.409 -1.226 -4.489
H 1.708 0.495 -4.359
*
```

Output
Kohn-Sham gap (alpha / beta) in eV: 6.9 / 6.5
Molecular weight in g mol⁻¹: 659.40
⟨S²⟩: 2.0344


#b
Below is a molecular structure, C31H23BrMoN4O2, with properties calculated with ωB97M-V/def2-TZVPD.

The geometry in ORCA input format:
```
! wB97M-V def2-TZVPD RIJCOSX def2/J DEFGRID3
* xyz 2 3
Mo 0.103 -0.507 1.133
Br 0.906 7.037 1.429
C 0.646 5.227 1.026
C 1.194 4.250 1.853
C 0.999 2.918 1.556
C 0.255 2.539 0.435
C -0.278 3.532 -0.395
C -0.086 4.866 -0.098
N 0.038 1.179 0.164
C -0.598 0.777 -1.081
C 0.312 -1.574 -1.272
C 0.394 -2.348 -2.399
C 1.547 -3.118 -2.536
C 2.530 -3.092 -1.556
C 2.338 -2.331 -0.420
N 1.226 -1.593 -0.294
H 1.772 4.541 2.718
H 1.441 2.164 2.192
H -0.850 3.274 -1.276
H -0.503 5.631 -0.738
H -1.612 1.184 -1.115
H -0.386 -2.360 -3.143
H 1.668 -3.737 -3.415
H 3.432 -3.679 -1.653
H 3.035 -2.330 0.404
C -3.655 -1.965 2.795
C -4.411 -2.309 1.675
C -3.926 -2.077 0.403
C -2.658 -1.512 0.237
C -1.865 -1.182 1.376
C -2.404 -1.386 2.648
C -2.094 -1.136 -1.020
C -2.641 -0.899 -2.274
C -2.039 -0.248 -3.345
C -0.759 0.439 -3.491
C -0.266 0.619 -4.791
C 0.956 1.227 -5.021
C 1.720 1.688 -3.958
C 1.245 1.554 -2.657
C 0.023 0.953 -2.430
N -0.739 -0.696 -0.810
H -4.050 -2.137 3.786
H -5.390 -2.749 1.807
H -4.521 -2.332 -0.464
H -1.859 -1.103 3.537
H -3.654 -1.249 -2.435
H -2.618 -0.267 -4.261
H -0.852 0.262 -5.629
H 1.313 1.349 -6.035
H 2.672 2.169 -4.138
H 1.822 1.939 -1.825
O -0.087 0.342 3.127
C 0.861 -0.392 3.519
C 1.619 -0.390 4.802
C 2.668 -1.484 4.564
C 2.446 -1.970 3.140
O 3.077 -2.771 2.525
N 1.297 -1.292 2.622
H 0.939 -0.598 5.630
H 2.041 0.600 4.983
H 2.577 -2.327 5.247
H 3.693 -1.122 4.639
*
```

Output
Kohn-Sham gap (alpha / beta) in eV: 5.1 / 5.9
Molecular weight in g mol⁻¹: 659.40
⟨S²⟩: 2.0840


The structure with the greatest stability is #a.